Formula: C7H10N2O2S2
Source: OMol25
Level of theory: ωB97M-V/def2-TZVPD

HOMO (alpha / beta): -4.8980 / -9.3204 eV
Multiplicity: 3
HOMO-LUMO gap (alpha / beta): 5.46 / 6.20 eV
<S²>: 2.01
LUMO (alpha / beta): 0.021 / -0.115 Ha

Last column: Mulliken spin population.
CARTESIAN COORDINATES (ANGSTROEM)
1 C -0.2187 2.1050 -0.1498  0.65
2 C 1.6080 0.0800 -0.9497  0.03
3 C 0.9011 1.5877 0.7670  0.08
4 C 0.3118 0.4191 1.5789  0.09
5 C -0.2134 -0.6362 0.5943  0.05
6 C 0.0874 -0.1720 -0.8524  -0.11
7 C -0.3967 -1.1426 -1.9116  0.03
8 N 1.9458 1.0443 -0.0676  0.09
9 N -0.5620 1.1206 -0.9964  0.22
10 O -0.7259 3.1999 -0.0854  0.89
11 O 2.3633 -0.4823 -1.6995  0.03
12 S -0.9615 0.9876 2.7636  0.01
13 S 0.5566 -2.2743 0.8989  0.01
14 H 1.2811 2.3816 1.4101  0.00
15 H 1.0974 -0.0109 2.2065  -0.01
16 H -1.2937 -0.7645 0.7031  0.00
17 H -1.4635 -1.3268 -1.8055  0.00
18 H 0.1405 -2.0822 -1.8168  0.00
19 H -0.1905 -0.7373 -2.8991  -0.01
20 H 2.9010 1.3549 0.0090  -0.02
21 H -1.2655 1.2635 -1.7047  0.01
22 H -1.5063 1.9214 1.9890  -0.01
23 H -0.0650 -2.4744 2.0599  0.00

Forces on atoms 1 to 2 (eV/Å):
4.13 -4.87 1.40
-0.67 -0.30 -0.12


Formula: C7H10N2S
Source: OMol25
Level of theory: ωB97M-V/def2-TZVPD

HOMO: -7.6017 eV
HOMO-LUMO gap: 8.52 eV
LUMO: 0.034 Ha
SMILES: C[C@@H]1NN(C)c2cscc21

Last column: Löwdin charge in e.
CARTESIAN COORDINATES (ANGSTROEM)
1 C 1.5104 2.0732 -0.2720  -0.06
2 C 0.9904 0.6774 -0.5403  -0.25
3 N -0.4849 0.7146 -1.1754  0.04
4 N -1.2872 -0.2305 -0.4537  -0.17
5 C -1.9878 -1.1372 -1.3398  -0.06
6 C -0.5561 -0.7269 0.6130  -0.33
7 C -0.8302 -1.5591 1.6485  -0.34
8 S 0.5246 -1.6352 2.7339  0.96
9 C 1.4523 -0.5524 1.7547  -0.35
10 C 0.7574 -0.1678 0.6650  -0.26
11 H 0.9293 2.5482 0.5159  0.09
12 H 1.4612 2.6808 -1.1727  0.08
13 H 2.5480 2.0161 0.0510  0.08
14 H 1.6041 0.1620 -1.2858  0.14
15 H -0.8597 1.6434 -0.9827  0.10
16 H -1.3685 -1.3845 -2.2073  0.08
17 H -2.2362 -2.0485 -0.8008  0.08
18 H -2.9044 -0.6575 -1.6861  0.08
19 H -1.7110 -2.1202 1.8804  0.06
20 H 2.4483 -0.2959 2.0542  0.07

Forces on atoms 1 to 2 (eV/Å):
-0.12 -0.18 -0.11
-1.87 0.05 -0.96


Formula: C7H10N3
Source: OMol25
Level of theory: ωB97M-V/def2-TZVPD

HOMO: -13.5087 eV
Charge: +1
HOMO-LUMO gap: 9.19 eV
LUMO: -0.159 Ha
SMILES: C1=C[N@@H+]2NCN=CC2=CC1

Last column: Löwdin charge in e.
CARTESIAN COORDINATES (ANGSTROEM)
1 C 2.3062 0.0238 0.3182  -0.05
2 C 1.4983 0.9826 -0.1748  0.00
3 N 0.0392 0.7993 -0.5320  -0.05
4 N -0.8845 1.5764 0.0590  -0.02
5 C -2.2660 1.2522 -0.2485  -0.17
6 N -2.6577 -0.1574 -0.4032  0.09
7 C -1.7459 -1.0259 -0.5355  -0.16
8 C -0.3638 -0.9091 -0.2834  -0.03
9 C 0.5115 -1.5835 0.4439  -0.04
10 C 1.9126 -1.3353 0.7369  -0.17
11 H 3.4025 0.2815 0.4027  0.15
12 H 1.8170 1.9522 -0.4745  0.11
13 H -0.0759 0.9861 -1.5851  0.22
14 H -0.6480 1.9357 1.0083  0.18
15 H -2.4514 1.7195 -1.2650  0.15
16 H -3.0504 1.5133 0.3587  0.10
17 H -2.1758 -2.0546 -0.7943  0.16
18 H 0.0327 -2.5165 0.8608  0.16
19 H 2.8383 -1.9033 0.2806  0.19
20 H 1.9610 -1.5370 1.8273  0.15

Forces on atoms 1 to 2 (eV/Å):
0.09 2.09 0.16
-0.39 -0.78 0.04


Formula: C7H10N3O2S2
Source: OMol25
Level of theory: ωB97M-V/def2-TZVPD

HOMO (alpha / beta): -12.6742 / -12.0730 eV
Charge: +1
HOMO-LUMO gap (alpha / beta): 7.40 / 5.83 eV
LUMO (alpha / beta): -0.194 / -0.229 Ha

Last column: Löwdin charge in e.
CARTESIAN COORDINATES (ANGSTROEM)
1 C 0.3601 1.7554 0.4861  -0.09
2 C 1.8547 0.5795 -0.9543  -0.03
3 C 2.3334 3.0418 0.0577  -0.08
4 C 2.8403 -0.3308 -0.7550  -0.29
5 C -0.4604 0.7019 -1.4937  0.00
6 C -1.7914 -1.4406 2.3798  -0.33
7 C 0.2783 -0.6529 0.5241  -0.38
8 N 1.1966 2.7409 0.5952  0.15
9 N 3.2602 3.8228 -0.0658  -0.01
10 N 0.5897 0.5974 -0.3911  -0.29
11 O 4.0084 0.8314 -2.7257  -0.49
12 O 4.1677 4.2507 -0.7213  0.08
13 S 4.2589 -0.2361 -1.8181  0.96
14 S -1.5085 -0.9405 0.6761  0.90
15 H -0.5744 1.9483 0.9877  0.15
16 H 2.8164 -1.1634 -0.1060  0.06
17 H -0.1063 0.0131 -2.3486  0.16
18 H -1.4951 0.4957 -1.1802  0.05
19 H -0.5634 1.6757 -1.9069  0.10
20 H -0.9850 -2.0618 2.7666  0.07
21 H -2.5558 -2.1099 2.3190  0.01
22 H -2.0681 -0.5639 2.8714  0.02
23 H 0.9101 -1.5609 0.1564  0.12
24 H 0.7873 -0.4584 1.5776  0.16

Forces on atoms 1 to 2 (eV/Å):
2.53 3.76 0.51
3.08 -2.25 0.69


Formula: C7H10N4
Source: OMol25
Level of theory: ωB97M-V/def2-TZVPD

HOMO: -8.9111 eV
HOMO-LUMO gap: 8.80 eV
LUMO: -0.004 Ha

Last column: Löwdin charge in e.
CARTESIAN COORDINATES (ANGSTROEM)
1 C 1.6865 0.4711 -0.4501  -0.21
2 C -0.0115 -0.4989 -2.5874  -0.12
3 C -1.2142 -1.6095 -1.2848  -0.19
4 C 0.0124 1.7896 1.9670  -0.15
5 C 0.6596 -1.2144 1.0573  -0.03
6 C -0.6857 1.3555 0.6986  -0.02
7 C 0.5387 -0.3345 -0.1119  -0.36
8 N 2.4273 1.2158 -0.8800  0.18
9 N -0.9298 -1.0377 -3.2866  0.01
10 N -1.7662 -1.7038 -2.4674  0.03
11 N -0.1621 -0.7853 -1.1782  -0.01
12 H 0.7669 0.1088 -2.9557  0.10
13 H -1.4804 -2.1215 -0.3617  0.12
14 H -0.0650 1.0762 2.7761  0.06
15 H -0.4519 2.7544 2.1637  0.08
16 H 1.0180 2.0553 1.7352  0.06
17 H 1.5458 -1.7093 1.2552  0.06
18 H 0.6522 -0.5397 2.0004  0.10
19 H -0.1938 -1.9693 1.0838  0.10
20 H -1.5105 0.6510 0.9583  0.09
21 H -0.8364 2.0460 -0.1316  0.09

Forces on atoms 1 to 2 (eV/Å):
-1.86 -1.20 0.10
0.73 0.69 1.96


Formula: C7H10N4O
Source: OMol25
Level of theory: ωB97M-V/def2-TZVPD

HOMO (alpha / beta): -9.0383 / -7.5462 eV
HOMO-LUMO gap (alpha / beta): 8.48 / 7.61 eV
LUMO (alpha / beta): -0.020 / 0.002 Ha

Last column: Löwdin charge in e.
CARTESIAN COORDINATES (ANGSTROEM)
1 C 3.1595 -0.4677 -0.3055  -0.11
2 C 2.4356 0.3400 0.4618  -0.05
3 C -1.6146 0.4629 2.1091  -0.03
4 C -1.3076 -0.6941 1.0364  -0.22
5 C -0.0401 0.1862 1.0359  -0.25
6 C -0.3682 2.4091 -1.3164  0.11
7 C -1.6654 -1.6762 -1.0209  -0.12
8 N 2.2761 -1.4034 -0.8779  0.04
9 N 1.0701 -1.1337 -0.5301  0.02
10 N -0.4134 0.9909 2.0777  0.14
11 N 1.1109 -0.0791 0.3475  -0.03
12 O -2.1335 -0.7305 -0.0998  -0.16
13 H 4.1997 -0.4623 -0.5241  0.09
14 H 2.7274 1.2399 1.0302  0.13
15 H -2.5947 0.8528 2.4457  0.12
16 H -1.0567 -1.7267 1.3828  0.16
17 H -0.9796 3.1726 -1.7294  -0.03
18 H 0.6245 2.7812 -1.0126  0.00
19 H -0.8375 1.6092 -0.8194  -0.05
20 H -2.1190 -1.4253 -2.0464  0.13
21 H -1.8927 -2.6343 -0.6216  0.07
22 H -0.5806 -1.6115 -1.0230  0.02

Forces on atoms 1 to 2 (eV/Å):
-1.19 -1.69 -1.05
-1.30 1.92 1.35


Formula: C7H10N4Si
Source: OMol25
Level of theory: ωB97M-V/def2-TZVPD

HOMO: -9.3186 eV
HOMO-LUMO gap: 10.21 eV
LUMO: 0.033 Ha
SMILES: [SiH3]C(n1cccn1)n1cccn1

Last column: Löwdin charge in e.
CARTESIAN COORDINATES (ANGSTROEM)
1 Si 0.5564 2.1387 -0.1270  0.66
2 C -0.0948 0.5680 0.7572  -0.40
3 N -1.3294 0.1129 0.2610  -0.18
4 C -1.8383 -0.0431 -1.0050  -0.09
5 C -3.1445 -0.4814 -0.8898  -0.08
6 C -3.3597 -0.5797 0.4629  -0.16
7 N -2.2469 -0.3000 1.1393  0.07
8 N 0.9086 -0.4323 0.4881  -0.14
9 C 1.1302 -1.7671 0.7575  -0.04
10 C 2.3036 -2.0604 0.1411  -0.07
11 C 2.6850 -0.9064 -0.5176  -0.15
12 N 1.8483 0.0391 -0.2815  -0.03
13 H 1.7222 2.4896 0.7557  -0.05
14 H -0.5696 3.2484 -0.0497  -0.06
15 H 0.5409 1.6412 -1.6217  -0.03
16 H -0.3572 0.5643 1.8927  0.16
17 H -1.2944 0.1941 -1.9541  0.12
18 H -3.7629 -0.6343 -1.7648  0.10
19 H -4.2330 -0.8570 0.9219  0.08
20 H 0.4232 -2.3463 1.2788  0.11
21 H 2.8088 -3.0701 0.1515  0.12
22 H 3.5041 -0.8161 -1.1138  0.08

Forces on atoms 1 to 2 (eV/Å):
-0.90 0.09 -0.66
-0.67 -0.70 2.54


Formula: C7H10N5
Source: OMol25
Level of theory: ωB97M-V/def2-TZVPD

HOMO (alpha / beta): -12.1631 / -12.1630 eV
Charge: +1
HOMO-LUMO gap (alpha / beta): 7.81 / 7.81 eV
LUMO (alpha / beta): -0.160 / -0.160 Ha

Last column: Löwdin charge in e.
CARTESIAN COORDINATES (ANGSTROEM)
1 C 3.0388 -0.2931 0.1023  -0.06
2 C 2.8751 1.0666 0.3474  -0.04
3 C 1.9574 -1.0425 -0.2884  -0.02
4 C 1.6391 1.6483 0.1868  0.00
5 C 0.6780 -0.4819 -0.4585  -0.14
6 C 0.5179 0.9089 -0.2220  -0.20
7 C -1.5501 2.2771 -0.1055  -0.25
8 N -2.6665 2.6618 0.0923  0.20
9 N -0.2882 -1.4197 -0.8581  -0.01
10 N -0.6460 1.5595 -0.4465  0.15
11 N -2.4739 -1.8558 0.7328  0.11
12 N -1.5419 -1.4355 -0.9888  0.14
13 H 4.0037 -0.7567 0.2163  0.12
14 H 3.7173 1.6652 0.6546  0.12
15 H 2.0846 -2.0986 -0.4763  0.12
16 H 1.5071 2.7052 0.3581  0.12
17 H -3.0547 3.5743 0.2024  0.08
18 H 0.1363 -2.3462 -0.9747  0.17
19 H -2.3749 -1.1664 1.4691  0.08
20 H -2.1668 -2.7668 1.0510  0.09
21 H -3.4344 -1.9057 0.4157  0.09
22 H -1.9578 -0.4981 -1.0100  0.11

Forces on atoms 1 to 2 (eV/Å):
0.00 0.11 0.01
-0.05 -0.19 -0.03


Formula: C7H10N5O
Source: OMol25
Level of theory: ωB97M-V/def2-TZVPD

HOMO: -12.9592 eV
Charge: +1
HOMO-LUMO gap: 9.03 eV
LUMO: -0.144 Ha
SMILES: Cn1cnc2c(CO)nc(=[NH2+])[nH]c21

Last column: Löwdin charge in e.
CARTESIAN COORDINATES (ANGSTROEM)
1 C -3.0572 -0.2871 -0.0750  0.02
2 N -1.7080 -0.7801 0.0169  -0.03
3 C -1.3057 -2.1040 0.0431  -0.09
4 N -0.0255 -2.2547 0.0891  0.16
5 C 0.4961 -0.9944 0.0940  -0.16
6 C 1.8020 -0.4871 0.1173  -0.11
7 C 2.9932 -1.4559 0.2532  -0.16
8 O 4.2954 -1.1945 -0.2465  -0.02
9 N 1.9844 0.8196 0.0809  0.20
10 C 0.9774 1.6741 0.0604  -0.36
11 N 1.2596 2.9718 0.0534  0.21
12 N -0.3335 1.2690 0.0455  0.23
13 C -0.5692 -0.0672 0.0475  -0.15
14 H -3.4075 -0.3312 -1.1094  0.11
15 H -3.7171 -0.8932 0.5431  0.11
16 H -3.1024 0.7432 0.2747  0.09
17 H -2.0093 -2.9137 0.0318  0.15
18 H 3.1327 -1.5351 1.3411  0.15
19 H 2.6233 -2.4297 -0.0948  0.13
20 H 4.3060 -1.2744 -1.2075  0.10
21 H 0.5639 3.6990 0.0540  0.13
22 H 2.2337 3.2327 0.0694  0.14
23 H -1.0907 1.9443 0.0471  0.18

Forces on atoms 1 to 2 (eV/Å):
-0.64 0.10 -0.29
0.43 0.33 0.12


Formula: C7H10NO
Source: OMol25
Level of theory: ωB97M-V/def2-TZVPD

HOMO: -13.8831 eV
Charge: +1
HOMO-LUMO gap: 8.08 eV
LUMO: -0.213 Ha
SMILES: C=C/[N+](C)=C/C=C\C=O

Last column: Löwdin charge in e.
CARTESIAN COORDINATES (ANGSTROEM)
1 C -1.3858 2.2417 -0.6465  0.11
2 C -1.5267 1.0220 -0.1041  -0.15
3 N -0.5196 0.0732 -0.0102  -0.09
4 C -0.7599 -0.9475 1.1002  0.02
5 C 0.2790 -0.1745 -1.0374  0.01
6 C 1.4418 -1.0050 -1.0048  0.02
7 C 2.2729 -1.0229 0.1129  0.02
8 C 2.1667 -0.0273 1.1502  -0.17
9 O 1.0731 0.4638 1.4384  0.01
10 H -2.2043 3.0178 -0.6893  0.11
11 H -0.3916 2.3750 -1.1047  0.08
12 H -2.4943 0.6327 0.3602  0.16
13 H -1.7374 -1.3038 1.0414  0.08
14 H -0.2498 -1.9234 1.1327  0.13
15 H -0.6709 -0.5167 2.0662  0.10
16 H 0.0371 0.4394 -1.9789  0.18
17 H 1.7378 -1.6182 -1.8152  0.12
18 H 3.2668 -1.4324 0.0543  0.12
19 H 3.1651 0.1815 1.6048  0.15

Forces on atoms 1 to 2 (eV/Å):
0.12 -0.81 -0.06
-3.27 1.31 0.68


Formula: C7H10NO3
Source: OMol25
Level of theory: ωB97M-V/def2-TZVPD

HOMO: -1.3881 eV
Charge: -1
HOMO-LUMO gap: 2.91 eV
LUMO: 0.056 Ha

Last column: Löwdin charge in e.
CARTESIAN COORDINATES (ANGSTROEM)
1 O 3.3964 1.0229 0.8168  -0.03
2 C 1.9963 1.3453 0.7621  -0.26
3 C 0.9073 0.2438 0.7859  0.04
4 C -0.5929 0.7302 0.6747  -0.05
5 C -0.8881 2.2674 0.5444  -0.07
6 C 0.2767 3.2843 0.5725  -0.10
7 N 1.6386 2.7576 0.6783  0.00
8 H 3.7338 1.2940 -0.0752  0.11
9 H 1.1458 -0.8798 0.8491  0.11
10 H -1.4449 -0.0392 0.6834  0.06
11 H -1.9771 2.6029 0.4324  0.09
12 H 0.0843 4.4082 0.4786  0.09
13 H 2.4104 3.4441 0.6946  0.13
14 O -1.6414 -2.2741 0.6760  -0.26
15 C -1.9415 -2.4307 -0.6126  -0.45
16 C -0.7301 -3.1905 -1.3630  -0.47
17 O -1.0250 -3.3372 -2.6508  -0.26
18 H -2.1201 -1.5092 -1.2011  0.08
19 H -2.8482 -3.0188 -0.8474  0.08
20 H -0.5591 -4.1152 -0.7793  0.08
21 H 0.1789 -2.6059 -1.1195  0.07

Forces on atoms 1 to 2 (eV/Å):
-2.28 1.47 -1.25
-3.55 -2.84 0.28


Formula: C7H10NOPS
Source: OMol25
Level of theory: ωB97M-V/def2-TZVPD

HOMO: -8.6194 eV
HOMO-LUMO gap: 9.25 eV
LUMO: 0.023 Ha
SMILES: C#CC1=CC[P@](=O)(N(C)C)S1

Last column: Löwdin charge in e.
CARTESIAN COORDINATES (ANGSTROEM)
1 C 4.3636 0.2772 2.1332  0.13
2 C 3.2785 0.1139 1.6849  -0.20
3 C 2.0985 -0.1858 0.9971  -0.65
4 C 1.9585 -1.3603 0.4353  -0.16
5 C 0.6976 -1.6357 -0.3240  -0.14
6 P -0.6790 -0.2373 0.4213  0.49
7 O -1.3872 -0.7749 1.6169  -0.39
8 N -1.7911 0.4186 -0.6212  -0.41
9 C -2.9179 1.1208 0.0182  -0.10
10 C -1.4955 0.6897 -2.0104  -0.13
11 S 0.8533 1.0853 1.1173  0.76
12 H 5.3928 0.5767 2.0907  0.04
13 H 2.6246 -2.0763 0.6267  0.08
14 H 0.7227 -1.3167 -1.3651  0.06
15 H 0.2478 -2.5542 0.0401  0.08
16 H -2.7617 2.1844 0.1518  0.09
17 H -3.7717 1.0589 -0.7495  0.11
18 H -3.3308 0.5395 0.7542  0.04
19 H -2.1032 1.5465 -2.4013  0.09
20 H -0.2756 0.8013 -2.1128  0.12
21 H -1.7242 -0.2715 -2.5035  0.08

Forces on atoms 1 to 2 (eV/Å):
2.11 0.78 -0.10
-0.47 -0.19 -0.08


| no. | electronic energy (Eh) |
| --- | --- |
| 1 | -1328.9611 |
| 2 | -780.3753 |
| 3 | -436.5819 |
| 4 | -1383.2121 |
| 5 | -491.6131 |
| 6 | -566.7215 |
| 7 | -781.1566 |
| 8 | -546.1881 |
| 9 | -621.5557 |
| 10 | -402.3406 |
| 11 | -552.8990 |
| 12 | -1142.1642 |